The following is a quantum chemistry calculation of a molecular structure, C25H54Al2BBrClCsF3N4O8P2S2 in a non-equilibrium geometry, from OMol25.

Atoms and positions in Å:
S 4.49545 2.63082 0.62232
P 5.48638 1.56619 -0.68315
B 7.30023 2.18765 -0.74940
C 8.18213 1.11423 -1.65525
C 9.11772 0.36896 -0.46524
C 8.22833 -0.63524 0.55376
O 9.27727 -1.10437 -0.60102
H 5.51273 0.15989 -0.34909
H 4.87318 1.79611 -1.96589
H 7.69355 2.29488 0.37541
H 7.35026 3.28577 -1.21554
H 8.92638 1.60360 -2.36944
H 7.57874 0.25988 -2.11770
H 9.98293 0.99748 0.01370
H 8.51670 -1.62703 1.01805
H 8.73379 -0.05269 1.42516
C 2.56171 1.25782 3.38343
C 2.01935 -0.00930 3.22817
C 1.00043 -0.43898 4.07350
C 0.50905 0.40736 5.07862
C 1.03897 1.67218 5.23960
C 2.07449 2.10901 4.39638
H 3.35711 1.59354 2.72913
H 2.39000 -0.66517 2.44901
H 0.58347 -1.43255 3.95376
H -0.28801 0.06816 5.72951
H 0.65753 2.32638 6.01469
H 2.49233 3.10252 4.51816
Al 7.84450 0.90635 -4.17356
C -0.98499 -1.82301 0.29818
C 0.38682 -2.02766 -0.32889
N 1.18398 -3.06082 0.32733
C 2.57477 -3.05796 -0.08564
C 2.88357 -3.39243 -1.55117
C 0.56667 -4.37941 0.43652
C 0.12696 -5.06778 -0.85619
H -0.90216 -1.61311 1.36736
H -1.48405 -0.97234 -0.17079
H -1.63152 -2.69203 0.16258
H 0.91882 -1.07298 -0.25475
H 0.26003 -2.23177 -1.40114
H 3.14420 -3.73646 0.55697
H 2.98643 -2.06435 0.12657
H 2.77454 -4.46142 -1.75421
H 3.93006 -3.12694 -1.76934
H 2.24911 -2.83222 -2.24867
H -0.30770 -4.29332 1.08787
H 1.23954 -5.04946 0.98145
H -0.39949 -4.39289 -1.53381
H -0.55634 -5.88722 -0.61948
H 0.97188 -5.50808 -1.38936
C -0.11139 4.39595 -1.14143
C -0.57175 4.96176 -2.47416
O 0.48800 5.42895 -3.29981
C 1.24139 4.48001 -4.08170
O 0.45609 3.70017 -4.78962
C 2.29022 3.67303 -3.24304
F 2.87029 4.45234 -2.29745
F 3.32613 3.23625 -4.03091
F 1.81339 2.58587 -2.60259
H 0.70414 4.98722 -0.71974
H -0.94171 4.38001 -0.43090
H 0.23572 3.36848 -1.24288
H -1.17426 5.84887 -2.26067
H -1.23519 4.26879 -2.99805
H 1.89715 5.16775 -4.64812
O -1.54986 2.29649 -6.99828
S -1.86845 3.60932 -7.57885
O -2.33675 4.51093 -6.51397
O -2.93782 3.46081 -8.57367
O -0.68010 4.18771 -8.22202
Al 4.16739 -3.50117 -3.92987
Br 4.17948 2.00869 5.45439
Cl 10.96330 -1.33193 0.62818
O -5.09843 -1.22755 0.07681
P -6.30203 -1.62068 0.95309
N -6.97566 -0.04213 1.01136
C -6.34388 1.08137 1.67785
C -7.54425 0.38918 -0.26425
N -5.36938 -2.07151 2.31652
C -5.37514 -1.44576 3.62225
C -4.02696 -2.57903 2.04422
N -7.72032 -2.19178 1.88820
C -8.35365 -3.32608 1.19662
C -8.76481 -1.36556 2.48074
H -7.05354 1.91030 1.76459
H -5.44845 1.43728 1.15016
H -6.07555 0.84695 2.70538
H -8.32304 -0.31415 -0.58332
H -6.78549 0.43757 -1.05180
H -8.02101 1.36907 -0.18639
H -4.73163 -0.55917 3.65047
H -5.00660 -2.14384 4.38173
H -6.37284 -1.16596 3.95605
H -3.32004 -1.76061 1.85889
H -4.03005 -3.23713 1.17379
H -3.64827 -3.17586 2.87982
H -8.89166 -2.99210 0.30302
H -9.05007 -3.85842 1.84963
H -7.59327 -4.04951 0.88217
H -9.41985 -0.91034 1.73076
H -8.36105 -0.57796 3.11602
H -9.39033 -1.98063 3.13771
Cs 4.74403 1.94793 -3.56542

Its charge is +1. The HOMO-LUMO gap is 1.5 eV. Its HOMO energy is -7.906 eV.